A single C11H12Cl2FN molecule in a non-equilibrium geometry, computed with ωB97M-V/def2-TZVPD.

Computed properties:
frontier orbital gap = 9.2 eV
structure (SMILES) = CC(C)/N=C(/c1ccccc1)C(F)(Cl)Cl
ΔE to the lowest compared entry with this formula, charge and spin = 0.0000 eV
highest occupied orbital energy = -9.035 eV
LUMO = 0.007 Ha

Cartesian coordinates (Å):
C1 -2.29738 -0.40874 2.31139
C2 -1.88441 0.66355 1.32133
C3 -1.45903 1.94051 2.17564
N1 -0.68466 0.23489 0.66764
C4 -0.44154 -0.13605 -0.48732
C5 0.95060 -0.25568 -0.82473
C6 1.43002 0.09978 -2.07218
C7 2.79182 -0.09702 -2.39313
C8 3.62935 -0.77317 -1.51194
C9 3.22856 -0.95799 -0.19987
C10 1.88549 -0.87220 0.10322
C11 -1.50003 -0.47248 -1.61978
F1 -2.62027 -1.09308 -1.14796
Cl1 -0.88769 -1.55124 -2.87159
Cl2 -2.14453 1.03214 -2.45874
H1 -1.91812 -1.34224 1.91556
H2 -1.85215 -0.09014 3.24182
H3 -3.39937 -0.37546 2.40276
H4 -2.88415 0.72468 0.67261
H5 -0.44738 1.70500 2.45627
H6 -1.96569 2.17716 3.07569
H7 -1.50122 2.85789 1.59243
H8 0.79933 0.69896 -2.72183
H9 3.21024 0.01890 -3.30255
H10 4.64309 -0.98494 -1.86548
H11 3.81770 -1.55335 0.51380
H12 1.50144 -1.18967 1.02697